Here is a 14-piece molecular cluster, C3H34NO15 overall at a distorted geometry from the Open Molecules 2025 dataset. Energies are from the ωB97M-V functional and the def2-TZVPD basis.

Cartesian coordinates (Å):
C  0.79  1.71  -0.98
C  -0.67  1.37  -0.91
O  -1.01  0.35  -1.86
N  1.57  0.41  -0.97
C  1.39  -0.42  0.33
O  0.69  0.13  1.32
H  0.93  2.34  -0.04
H  1.19  2.43  -1.75
H  -0.94  1.14  0.13
H  -1.47  1.99  -1.32
H  -0.61  -0.53  -1.74
H  2.52  0.66  -1.08
H  0.85  -1.32  -0.01
H  2.43  -0.52  0.73
H  -0.42  -1.30  3.28
H  -0.06  -0.96  1.71
O  -0.69  -1.56  2.38
H  -3.19  2.44  1.08
H  -2.15  2.79  0.22
O  -3.10  2.80  0.12
H  -2.74  -0.59  0.72
H  -1.81  -0.81  2.02
O  -2.84  -0.75  1.73
H  2.03  -3.48  0.67
H  0.77  -3.27  -0.09
O  1.63  -3.74  -0.18
H  -2.60  -2.78  0.32
H  -2.33  -2.13  -1.00
O  -3.07  -2.38  -0.44
H  0.60  -1.66  -2.30
H  -0.45  -2.25  -3.32
O  -0.26  -2.12  -2.39
H  1.31  3.11  2.82
H  1.70  2.11  1.71
O  2.04  2.77  2.31
H  2.54  -3.13  -1.48
H  2.60  -1.61  -1.79
O  3.15  -2.39  -1.78
H  -0.25  0.94  3.65
H  0.90  0.47  2.91
O  0.71  0.95  3.79
H  2.16  0.85  -3.31
H  3.22  0.12  -3.11
O  2.44  0.01  -3.70
H  3.24  1.06  0.57
H  3.48  2.50  0.63
O  3.58  1.77  0.02
H  -3.89  -0.74  -2.31
H  -3.65  0.17  -1.16
O  -3.90  0.19  -2.08
H  -2.40  1.66  3.28
H  -2.30  0.65  2.00
O  -1.99  1.56  2.41

Computed properties:
max |F| = 3.11 eV/A
Kohn-Sham gap = 8.601 eV
total charge = -1
LUMO level = 2.58 eV
highest occupied orbital energy = -6.022 eV
electronic energy = -1318.0007 a.u.
ΔE to the lowest compared entry with this formula, charge and spin = 578.9 kJ/mol



Here is a 15-piece molecular cluster, C3H35NO16 overall at a distorted geometry from the Open Molecules 2025 dataset. Energies are from the ωB97M-V functional and the def2-TZVPD basis.

Cartesian coordinates (Å):
C  -1.27  0.87  0.11
N  -0.02  0.40  0.65
C  0.17  -0.06  1.91
O  1.38  -0.63  2.10
O  -0.68  -0.11  2.79
C  -1.37  2.33  -0.26
H  -2.06  0.69  0.83
H  -1.45  0.23  -0.77
H  0.81  0.44  0.04
H  2.17  -0.08  2.31
H  -0.74  2.69  -1.08
H  -2.36  2.68  -0.57
H  -1.11  3.05  0.54
H  3.83  1.87  1.68
H  2.42  1.78  2.36
O  3.00  1.39  1.67
H  0.35  2.65  2.08
H  0.23  1.90  3.36
O  0.90  2.28  2.78
H  -1.33  -3.60  -0.27
H  -1.43  -5.13  -0.68
O  -1.34  -4.22  -1.00
H  -4.50  -0.39  0.86
H  -4.22  -0.57  -0.55
O  -3.91  -0.91  0.30
H  0.28  1.58  -3.55
H  1.89  1.88  -3.68
O  1.14  1.76  -3.10
H  2.89  1.09  -0.83
H  1.82  0.89  -1.94
O  2.19  0.48  -1.10
H  -3.10  2.07  2.09
H  -2.39  1.12  3.07
O  -3.27  1.45  2.81
H  3.44  -1.77  1.05
H  3.99  -0.35  0.93
O  4.21  -1.24  1.25
H  -0.60  0.02  -3.90
H  -1.87  0.56  -3.18
O  -1.26  0.81  -3.89
H  0.39  -4.18  -0.45
H  1.16  -3.18  0.58
O  1.21  -3.69  -0.24
H  0.12  -2.11  -2.94
H  -0.02  -0.79  -2.17
O  -0.43  -1.29  -2.89
H  1.67  -3.23  -1.97
H  0.64  -4.00  -2.64
O  1.30  -3.34  -2.88
H  -2.92  -1.77  2.18
H  -3.78  -0.74  2.93
O  -3.64  -1.68  2.80
H  2.64  4.20  0.15
H  2.05  2.64  0.24
O  2.77  3.25  0.06

Computed properties:
max |F| = 2.21 eV/A
Kohn-Sham gap = 10.091 eV
LUMO level = -0.11 eV
highest occupied orbital energy = -10.200 eV
electronic energy = -1393.8980 a.u.
ΔE to the lowest compared entry with this formula, charge and spin = 336.6 kJ/mol



Here is a 15-piece molecular cluster, C3H35NO16 overall at a distorted geometry from the Open Molecules 2025 dataset. Energies are from the ωB97M-V functional and the def2-TZVPD basis.

Cartesian coordinates (Å):
C  1.71  -0.74  1.01
N  0.57  -1.17  0.19
C  -0.59  -0.25  0.37
C  -1.59  -0.71  1.40
O  -1.59  -2.04  1.60
O  -2.35  -0.06  2.10
H  2.08  0.28  0.88
H  2.58  -1.31  0.72
H  1.60  -0.72  2.09
H  0.84  -1.06  -0.78
H  -1.14  -0.15  -0.57
H  -0.27  0.82  0.45
H  -2.23  -2.31  2.28
H  -0.92  -3.16  -1.84
H  -0.11  -4.24  -2.00
O  -0.52  -3.60  -2.61
H  0.92  2.52  -0.49
H  0.45  1.29  -1.34
O  0.81  2.19  -1.39
H  -1.44  1.59  2.53
H  -1.34  3.07  2.52
O  -0.99  2.30  2.04
H  1.84  3.87  0.60
H  0.76  3.07  1.36
O  1.40  3.01  0.63
H  3.10  1.36  -2.26
H  3.67  0.00  -2.08
O  3.65  0.86  -1.63
H  -1.30  2.53  -1.20
H  -2.14  1.38  -1.53
O  -2.16  2.16  -0.96
H  1.49  -3.13  2.88
H  0.29  -2.77  2.16
O  0.65  -3.56  2.63
H  -1.67  0.35  -3.54
H  -0.73  1.44  -3.43
O  -0.98  0.65  -2.93
H  -0.68  -3.41  0.83
H  0.53  -3.43  -0.01
O  -0.34  -3.84  0.03
H  -3.42  -0.39  -0.34
H  -4.36  -0.24  -1.52
O  -3.93  -0.90  -0.97
H  4.48  1.13  0.22
H  3.28  1.85  0.73
O  4.12  1.49  1.03
H  0.87  -2.33  -3.57
H  0.11  -1.13  -3.00
O  0.89  -1.37  -3.51
H  -3.44  1.35  0.62
H  -4.48  2.30  -0.08
O  -4.30  1.40  0.17
H  1.72  1.89  2.89
H  2.77  0.90  3.43
O  1.83  0.98  3.18

Computed properties:
max |F| = 3.73 eV/A
Kohn-Sham gap = 9.512 eV
LUMO level = -0.24 eV
highest occupied orbital energy = -9.756 eV
electronic energy = -1393.8368 a.u.
ΔE to the lowest compared entry with this formula, charge and spin = 497.2 kJ/mol



Here is a 15-piece molecular cluster, C3H36NO15 overall at a distorted geometry from the Open Molecules 2025 dataset. Energies are from the ωB97M-V functional and the def2-TZVPD basis.

Cartesian coordinates (Å):
C  -1.88  0.33  0.19
N  -0.65  0.63  0.97
C  -0.09  -0.71  1.30
C  -0.70  -1.46  2.51
O  -0.50  -0.71  3.73
H  -1.62  -0.19  -0.73
H  -2.51  1.17  -0.08
H  -2.54  -0.34  0.74
H  1.27  2.51  2.61
H  0.96  -0.57  1.57
H  -0.18  -1.45  0.49
H  -0.17  -2.37  2.76
H  -1.78  -1.40  2.39
H  0.53  4.86  0.57
H  -0.76  5.10  -0.27
O  -0.02  5.55  0.20
H  0.14  -2.67  -2.16
H  1.35  -3.31  -2.72
O  0.52  -3.55  -2.29
H  0.76  0.28  -2.12
H  1.80  -0.25  -3.35
O  1.45  -0.46  -2.48
H  -0.10  1.78  -2.76
H  -0.84  3.05  -1.21
O  0.37  1.65  -1.94
H  -2.77  -4.46  -1.90
H  -2.65  -4.17  -0.32
O  -2.79  -4.81  -1.02
H  0.97  2.72  -0.71
H  2.49  3.10  -0.98
O  1.80  3.09  -0.31
H  -0.25  0.21  3.65
H  1.75  3.68  1.72
O  1.17  3.44  2.46
H  3.31  -3.93  -0.33
H  1.86  -4.27  -0.33
O  2.71  -4.61  -0.01
H  2.26  -1.85  -3.54
H  3.43  -2.28  -2.63
O  2.95  -2.52  -3.43
H  -2.94  -0.26  3.08
H  -4.01  -0.82  3.97
O  -3.80  -0.72  3.03
H  -0.76  3.63  3.85
H  -1.29  2.60  2.94
O  -1.45  2.94  3.82
H  -0.98  -1.09  -2.58
H  -2.42  -0.81  -2.57
O  -1.82  -1.58  -2.56
H  0.01  0.94  0.25
H  -0.83  3.04  0.36
O  -1.36  3.29  -0.39
H  2.75  -0.53  -1.13
H  4.24  -0.46  -1.43
O  3.60  -0.95  -0.88

Computed properties:
max |F| = 3.34 eV/A
Kohn-Sham gap = 9.472 eV
total charge = -1
LUMO level = 2.29 eV
highest occupied orbital energy = -7.186 eV
electronic energy = -1319.2817 a.u.
ΔE to the lowest compared entry with this formula, charge and spin = 356.4 kJ/mol



Here is a 17-piece molecular cluster, C3H39O17 overall at a distorted geometry from the Open Molecules 2025 dataset. Energies are from the ωB97M-V functional and the def2-TZVPD basis.

Cartesian coordinates (Å):
C  1.30  1.00  -1.48
C  0.62  0.84  -0.08
C  -0.88  0.97  -0.01
O  1.07  -0.36  0.54
H  2.38  1.00  -1.41
H  0.91  1.92  -2.00
H  1.01  0.17  -2.13
H  1.04  1.54  0.60
H  -1.09  0.91  1.08
H  -1.26  0.10  -0.55
H  -1.20  1.88  -0.53
O  2.27  -3.19  1.04
H  1.65  -2.73  0.53
H  2.39  -2.73  1.87
O  -0.41  3.12  2.82
H  0.15  3.60  2.17
H  0.12  2.32  3.03
O  0.59  -2.58  -2.91
H  0.12  -3.23  -2.40
H  0.00  -1.83  -2.80
O  -3.79  0.24  -1.76
H  -3.26  -0.28  -1.16
H  -4.10  -0.52  -2.27
O  -1.28  -0.64  -3.22
H  -1.37  -0.79  -4.14
H  -1.71  0.21  -3.16
O  -2.74  0.29  3.30
H  -2.88  -0.02  2.39
H  -3.20  1.10  3.28
O  3.68  -0.40  -3.68
H  4.37  -0.41  -3.04
H  2.92  -0.23  -3.20
O  -2.15  -2.69  -1.56
H  -2.29  -3.53  -1.98
H  -2.05  -2.07  -2.34
O  -0.87  -2.21  0.78
H  -1.10  -2.46  -0.09
H  -0.33  -1.39  0.63
O  -3.42  -1.21  1.11
H  -2.59  -1.77  1.05
H  -3.98  -1.55  0.46
O  4.66  1.43  0.68
H  3.94  0.94  1.09
H  4.45  2.28  1.04
O  -0.10  -0.21  2.98
H  0.21  -0.25  2.10
H  -0.89  0.30  2.97
O  -4.11  1.80  1.25
H  -4.94  1.57  0.88
H  -3.50  1.49  0.60
O  2.71  -1.83  -1.36
H  2.21  -1.12  -0.89
H  2.21  -2.15  -2.08
O  2.78  0.46  2.37
H  2.32  0.80  3.17
H  2.12  0.17  1.78
O  2.07  3.90  1.58
H  2.81  3.64  2.16
H  2.41  4.40  0.86

Computed properties:
max |F| = 3.83 eV/A
Kohn-Sham gap = 6.891 eV
total charge = -1
LUMO level = 1.52 eV
highest occupied orbital energy = -5.374 eV
electronic energy = -1416.8126 a.u.
ΔE to the lowest compared entry with this formula, charge and spin = 241.0 kJ/mol



Here is C3H3AgNOS2Se as an isolated structure at a distorted geometry from the Open Molecules 2025 dataset. Energies are from the ωB97M-V functional and the def2-TZVPD basis.

Cartesian coordinates (Å):
Ag  0.05  1.71  0.20
Se  -0.07  -0.56  4.55
C  0.03  0.41  3.12
N  0.10  1.08  2.17
C  -0.28  4.25  -4.30
O  -0.19  2.89  -3.92
C  -0.07  2.60  -2.62
S  -0.04  3.79  -1.45
S  0.05  0.95  -2.32
H  -0.55  4.24  -5.36
H  0.67  4.77  -4.16
H  -1.04  4.77  -3.72

Computed properties:
max |F| = 2.76 eV/A
Kohn-Sham gap = 7.308 eV
total charge = -1
LUMO level = 2.91 eV
highest occupied orbital energy = -4.398 eV
electronic energy = -3590.9875 a.u.



Here is C3H3AgO4 as an isolated structure at a distorted geometry from the Open Molecules 2025 dataset. Energies are from the ωB97M-V functional and the def2-TZVPD basis.

Cartesian coordinates (Å):
C  1.63  0.15  -0.32
C  1.41  -1.07  0.30
O  0.37  -1.82  0.12
H  1.09  0.36  -1.25
H  2.13  -1.36  1.09
C  -1.21  1.80  0.59
O  -1.89  0.93  0.20
Ag  -1.72  -1.43  -0.70
O  2.89  0.73  -0.33
H  3.14  0.97  0.56
O  -0.11  2.24  0.74

Computed properties:
max |F| = 5.78 eV/A
Kohn-Sham gap = 4.779 eV
LUMO level = -1.68 eV
highest occupied orbital energy = -6.462 eV
electronic energy = -563.9311 a.u.
ΔE to the lowest compared entry with this formula, charge and spin = 128.9 kJ/mol



Here is one molecule with the formula C3H3BF7N at a distorted geometry from the Open Molecules 2025 dataset. Energies are from the ωB97M-V functional and the def2-TZVPD basis.

Cartesian coordinates (Å):
N  1.42  -1.58  0.22
B  1.72  -0.22  -0.19
C  0.60  0.93  -0.48
F  1.18  2.09  -0.06
F  0.36  1.10  -1.80
C  -0.70  0.83  0.34
F  -1.30  1.99  0.36
F  -0.32  0.59  1.60
C  -1.68  -0.30  -0.06
F  -1.57  -1.34  0.71
F  -2.91  0.15  0.11
F  -1.57  -0.66  -1.31
H  0.73  -2.04  -0.36
H  1.20  -1.68  1.20
H  2.85  0.15  -0.29

Computed properties:
max |F| = 2.17 eV/A
Kohn-Sham gap = 9.889 eV
SMILES string = NBC(F)(F)C(F)(F)C(F)(F)F
LUMO level = -0.21 eV
highest occupied orbital energy = -10.099 eV
electronic energy = -894.7897 a.u.



Here is C3H3BaO2 as an isolated structure at a distorted geometry from the Open Molecules 2025 dataset. Energies are from the ωB97M-V functional and the def2-TZVPD basis.

Cartesian coordinates (Å):
C  -2.20  -0.52  -0.01
C  -1.13  -0.52  -0.96
H  -2.14  0.01  0.96
H  -2.74  0.18  -0.73
H  -2.87  -1.41  0.06
O  3.22  -0.11  1.73
C  3.68  0.43  0.75
Ba  1.02  1.06  -1.50
O  3.16  0.89  -0.30

Computed properties:
max |F| = 3.11 eV/A
Kohn-Sham gap (alpha / beta) = 4.830 / 5.307 eV
spin multiplicity = 2
LUMO level (alpha / beta) = -1.23 / -1.27 eV
highest occupied orbital energy (alpha / beta) = -6.060 / -6.574 eV
electronic energy = -291.8761 a.u.
ΔE to the lowest compared entry with this formula, charge and spin = 303.9 kJ/mol
expectation value of S² = 1.760



Here is C3H3BaO2 as an isolated structure at a distorted geometry from the Open Molecules 2025 dataset. Energies are from the ωB97M-V functional and the def2-TZVPD basis.

Cartesian coordinates (Å):
C  -0.35  -1.49  -0.60
C  0.73  -2.24  -0.67
H  0.77  -3.11  -1.35
H  -1.36  -1.50  -1.00
H  1.63  -2.03  -0.09
O  -0.33  2.75  0.79
C  -0.39  1.84  1.53
O  -0.45  1.12  2.42
Ba  -0.24  4.65  -1.03

Computed properties:
max |F| = 2.99 eV/A
Kohn-Sham gap (alpha / beta) = 4.435 / 5.566 eV
spin multiplicity = 2
total charge = +2
LUMO level (alpha / beta) = -9.44 / -9.45 eV
highest occupied orbital energy (alpha / beta) = -13.878 / -15.018 eV
electronic energy = -291.3849 a.u.
ΔE to the lowest compared entry with this formula, charge and spin = 90.7 kJ/mol
expectation value of S² = 0.761